No. 1
Molecular formula: C49H51BiFN5O2S
Method: DFT, ωB97M-V/def2-TZVPD

The geometry in XYZ format:
```
110
Properties=species:S:1:pos:R:3:mulliken_charge:R:1
Bi 0.331 0.223 -0.152 2.7223
C 1.410 0.581 -3.894 -1.0780
O 1.007 -0.354 -2.925 -0.1222
C 0.406 -1.501 -3.320 0.4725
C 0.119 -1.794 -4.647 -0.6490
C -0.384 -3.026 -5.018 -0.8459
C -0.639 -3.981 -4.050 -0.8995
C -0.409 -3.688 -2.720 -0.3062
C 0.116 -2.454 -2.319 0.5065
N 0.416 -2.189 -0.982 0.1492
N 0.350 -3.225 -0.227 -0.5048
C 0.822 -3.313 1.012 -0.4064
C 1.878 -2.469 1.503 0.9202
O 2.260 -1.434 0.898 -0.8163
C 2.535 -2.913 2.711 -0.9914
C 2.063 -3.934 3.463 -0.9498
C 0.948 -4.712 3.045 1.1522
C 0.428 -5.752 3.830 -1.0768
C -0.615 -6.520 3.374 -0.6495
C -1.159 -6.276 2.112 -0.7262
C -0.683 -5.245 1.341 -0.7798
C 0.372 -4.437 1.786 1.3639
H 2.013 0.114 -4.679 0.5064
H 0.547 1.080 -4.341 0.4002
H 2.026 1.301 -3.359 0.0960
H 0.304 -1.059 -5.410 0.4519
H -0.564 -3.236 -6.063 0.4339
H -1.011 -4.954 -4.335 0.4123
H -0.625 -4.419 -1.955 0.3807
H 3.408 -2.356 3.032 0.4937
H 2.536 -4.188 4.404 0.3993
H 0.873 -5.946 4.797 0.4306
H -1.009 -7.323 3.981 0.4091
H -1.953 -6.908 1.742 0.4342
H -1.104 -5.038 0.370 0.1997
C -4.679 -1.133 -2.561 -1.5790
C -3.162 -1.300 -2.376 0.2055
C -2.889 -1.692 -0.928 -1.5520
C -2.478 -0.066 -2.934 1.3451
C -2.495 -0.006 -4.327 -0.5690
C -2.125 1.123 -5.024 -1.3085
C -1.744 2.246 -4.313 -0.2528
C -1.643 2.210 -2.930 1.3786
C -1.256 3.469 -2.191 1.9683
C 0.060 4.063 -2.694 -1.5138
C -2.358 4.528 -2.297 -1.7746
C -1.969 1.032 -2.226 -0.9055
N -1.839 1.022 -0.819 0.5376
C -2.914 1.486 -0.140 0.8804
C -4.113 1.863 -0.797 -1.8030
C -5.241 2.269 -0.121 -1.0352
C -5.260 2.340 1.262 -0.7233
C -4.093 2.038 1.941 -0.9251
C -2.968 1.640 1.255 -0.1708
F -1.846 1.429 2.016 0.1538
H -5.190 -2.057 -2.299 0.4551
H -4.927 -0.888 -3.590 0.3929
H -5.048 -0.340 -1.916 0.3363
H -2.835 -2.135 -3.010 0.1970
H -3.283 -0.961 -0.227 0.1951
H -1.824 -1.796 -0.755 -0.0824
H -3.372 -2.649 -0.736 0.6594
H -2.836 -0.873 -4.874 0.5724
H -2.176 1.146 -6.105 0.3853
H -1.544 3.169 -4.839 0.3486
H -1.144 3.210 -1.137 -1.3854
H -0.026 4.390 -3.727 0.3668
H 0.864 3.336 -2.633 0.2341
H 0.325 4.928 -2.089 0.3974
H -2.539 4.806 -3.335 0.3362
H -2.056 5.418 -1.748 0.4957
H -3.285 4.163 -1.861 0.2971
H -4.142 1.832 -1.875 1.1085
H -6.124 2.536 -0.684 0.4632
H -6.151 2.631 1.795 0.4181
H -4.032 2.113 3.016 0.4789
S 2.780 1.766 -0.548 -0.6783
C 1.861 3.112 -0.041 0.8209
C 2.361 4.425 -0.090 -1.1071
C 1.581 5.451 0.384 -0.6152
C 0.322 5.158 0.911 -0.8507
C -0.090 3.844 0.932 -0.8249
N 0.652 2.846 0.472 1.1661
H 3.345 4.589 -0.497 0.5055
H 1.933 6.471 0.358 0.3716
H -0.319 5.933 1.296 0.4990
H -1.041 3.559 1.352 0.3348
C 3.189 1.087 4.756 -0.9824
N 2.902 1.455 3.364 0.2182
C 3.627 0.576 2.433 -0.0218
C 1.431 1.521 3.059 -0.3347
C 0.642 0.246 3.191 1.2575
C 0.386 -0.244 4.471 -0.6479
C -0.374 -1.380 4.663 -1.3985
C -0.962 -1.986 3.568 -0.7052
C -0.786 -1.443 2.306 0.1940
C 0.038 -0.344 2.080 -0.5591
H 4.248 1.219 4.972 0.3377
H 2.924 0.043 4.903 0.4749
H 2.614 1.707 5.443 0.3542
H 3.252 2.405 3.210 0.3489
H 3.100 -0.371 2.320 -0.1139
H 4.641 0.407 2.783 0.4985
H 3.656 1.019 1.436 -0.2762
H 1.325 1.864 2.032 -1.3776
H 1.006 2.274 3.729 0.7829
H 0.747 0.291 5.338 0.5635
H -0.540 -1.755 5.662 0.4065
H -1.579 -2.862 3.701 0.5414
H -1.334 -1.874 1.485 0.2568
```

Gap between HOMO and LUMO (Eh): 0.2363
Energy above the lowest of the compared OMol25 structures with the same formula, charge and spin (kJ/mol): 84.1
Highest occupied orbital energy (eV): -6.79
E_tot (eV): -82576.5580

=====

No. 2
Molecular formula: C5H8N4O2
Method: DFT, ωB97M-V/def2-TZVPD

The geometry in XYZ format:
```
19
Properties=species:S:1:pos:R:3:mulliken_charge:R:1
N 1.781 1.730 -0.467 -0.6996
N 2.649 0.571 -0.530 -0.1681
C 2.110 -0.607 -0.030 0.4349
O 2.539 -1.690 -0.262 -0.5486
C 1.007 -0.499 1.046 -0.6148
C -0.339 -0.213 0.398 0.5109
C -1.228 -1.108 -0.016 -0.4417
C -2.421 -0.380 -0.240 0.2327
O -3.511 -0.610 -0.692 -0.6175
N -2.208 0.972 0.249 -0.4067
N -0.862 1.167 0.424 -0.1927
H 0.752 1.579 -0.728 0.4371
H 1.957 2.178 0.486 0.2790
H 3.085 0.722 -1.435 0.2991
H 1.218 0.257 1.860 0.2846
H 0.878 -1.574 1.497 0.2895
H -1.110 -2.259 0.107 0.3156
H -2.706 1.663 -0.227 0.2655
H -0.598 1.594 1.380 0.3408
```

SMILES: NNC(=O)Cc1cc(=O)[nH][nH]1
Gap between HOMO and LUMO (Eh): 0.3443
Energy above the lowest of the compared OMol25 structures with the same formula, charge and spin (kJ/mol): 351.3
Highest occupied orbital energy (eV): -9.18
E_tot (eV): -15367.5778

=====

No. 3
Molecular formula: C10H15CoN3OP
Method: DFT, ωB97M-V/def2-TZVPD

The geometry in XYZ format:
```
31
Properties=species:S:1:pos:R:3:lowdin_spin:R:1
C 1.011 -2.717 -2.183 0.0532
C 2.159 -2.313 -1.430 0.0329
C 1.833 -2.529 -0.053 0.0613
C 0.548 -3.210 0.030 0.0386
C 0.041 -3.325 -1.283 0.0433
Co 0.308 -1.090 -0.824 2.5442
P -0.925 0.169 -2.161 0.0775
H 0.920 -2.680 -3.271 0.0023
H 3.081 -1.885 -1.823 0.0028
H 2.488 -2.322 0.795 0.0031
H -0.905 -3.780 -1.578 0.0021
H 0.067 -3.558 0.945 0.0013
H -2.221 -0.253 -2.602 0.0135
H -0.466 0.542 -3.466 0.0147
H -1.314 1.478 -1.750 0.0091
C 0.708 3.995 0.864 0.0122
N 0.080 2.674 1.006 0.1181
C -0.737 2.460 2.075 0.3518
C -1.297 1.208 2.295 0.0395
C -1.017 0.166 1.409 0.2211
N -0.245 0.393 0.310 0.1763
C 0.325 1.645 0.116 0.0289
O 1.107 1.809 -0.807 0.0235
N -1.595 -1.105 1.616 0.0877
H 1.376 4.054 -0.021 -0.0003
H 1.327 4.209 1.763 0.0042
H -0.071 4.779 0.764 0.0040
H -0.941 3.258 2.779 0.0323
H -1.937 1.047 3.155 -0.0064
H -2.212 -1.280 2.424 0.0022
H -1.496 -1.841 0.907 0.0050
```

<S²>: 6.03
Spin multiplicity: 5
Gap between HOMO and LUMO (spin up / spin down) (Eh): 0.1949 / 0.2896
Energy above the lowest of the compared OMol25 structures with the same formula, charge and spin (kJ/mol): 0.0
Highest occupied orbital energy (spin up / spin down) (eV): -4.52 / -7.95
E_tot (eV): -64044.2575